No. 1
Entry from the OMol25 dataset: a molecular structure, C44H61N2O3P2PtS2Si (ωB97M-V/def2-TZVPD).

Calculated total energy ... -3936.5505 Eh
Net charge ... -1
M ... 1015.229 u
Highest occupied orbital energy ... -4.9 eV
HOMO-LUMO gap ... 5.867 eV

Element x y z (Å)
Pt: -0.9471 0.9366 -0.3785
C: -4.5865 -0.4487 0.2026
Si: -2.8129 0.0916 0.7556
C: -2.1548 -1.5343 1.5613
C: -2.7219 -2.0452 2.7205
C: -2.2655 -3.2209 3.2904
C: -1.2127 -3.8979 2.6992
C: -0.6206 -3.3945 1.5540
C: -1.0820 -2.2164 0.9746
P: -0.3287 -1.4973 -0.5303
C: 1.3286 -2.3867 -0.7287
C: 1.3824 -3.7756 -1.3827
C: 2.7746 -4.0609 -1.9670
C: 3.8563 -3.4112 -1.1130
C: 3.7375 -1.8837 -1.2088
C: 2.2894 -1.4544 -1.4703
C: -1.5164 -2.1555 -1.8106
C: -1.9422 -3.6243 -1.6533
C: -2.1825 -4.2643 -3.0215
C: -2.9528 -3.3020 -3.9174
C: -2.0961 -2.0780 -4.2635
C: -1.0129 -1.8217 -3.2122
C: -3.0068 1.2215 2.2958
C: -4.1844 1.2463 3.0299
C: -4.3368 2.0719 4.1289
C: -3.3083 2.9262 4.4853
C: -2.1354 2.9391 3.7507
C: -1.9632 2.0788 2.6699
P: -0.3914 2.0248 1.7349
C: 0.4355 3.6839 2.0365
C: 1.2003 3.9512 3.3312
C: 1.3812 5.4692 3.4822
C: 1.6232 6.1415 2.1238
C: 2.3050 5.1634 1.1732
C: 1.3632 3.9968 0.8483
C: 0.4962 0.6869 2.6898
C: 1.9122 0.4828 2.1391
C: 2.7638 -0.3620 3.0919
C: 1.8888 -1.3703 3.8277
C: 0.8846 -0.6522 4.7420
C: 0.5265 0.7436 4.2113
H: -5.0157 -1.1464 0.9140
H: -4.5553 -0.9453 -0.7601
H: -5.2465 0.4046 0.1081
H: -3.5328 -1.5086 3.1937
H: -2.7230 -3.6081 4.1912
H: -0.8504 -4.8220 3.1289
H: 0.2082 -3.9343 1.1212
H: 1.6909 -2.4578 0.3075
H: 0.6609 -3.8523 -2.1917
H: 1.1440 -4.5481 -0.6460
H: 2.8454 -3.6661 -2.9817
H: 2.9286 -5.1413 -2.0249
H: 4.8450 -3.7290 -1.4479
H: 3.7440 -3.7406 -0.0756
H: 4.3658 -1.5147 -2.0199
H: 4.0947 -1.4322 -0.2800
H: 2.0724 -1.4779 -2.5385
H: 2.1369 -0.4230 -1.1399
H: -2.3980 -1.5217 -1.6478
H: -2.8631 -3.6621 -1.0650
H: -1.2036 -4.2011 -1.0982
H: -2.7429 -5.1917 -2.8915
H: -1.2335 -4.5142 -3.4978
H: -3.8555 -2.9840 -3.3916
H: -3.2602 -3.8104 -4.8323
H: -2.7386 -1.1991 -4.3443
H: -1.6034 -2.2192 -5.2248
H: -0.7412 -0.7665 -3.2396
H: -0.1142 -2.3830 -3.4638
H: -5.0026 0.6030 2.7368
H: -5.2567 2.0606 4.6981
H: -3.4211 3.5908 5.3314
H: -1.3641 3.6409 4.0277
H: -0.4160 4.3760 1.9960
H: 2.1739 3.4601 3.2916
H: 0.6789 3.5608 4.2024
H: 2.2222 5.6643 4.1515
H: 0.4936 5.9001 3.9509
H: 2.2419 7.0309 2.2553
H: 0.6783 6.4604 1.6801
H: 3.2224 4.7976 1.6416
H: 2.5865 5.6707 0.2499
H: 1.9546 3.1155 0.5773
H: 0.7437 4.2597 -0.0098
H: -0.1143 -0.1869 2.4198
H: 2.4029 1.4452 1.9811
H: 1.8246 -0.0099 1.1679
H: 3.2560 0.2804 3.8254
H: 3.5482 -0.8763 2.5322
H: 2.5104 -2.0454 4.4198
H: 1.3543 -1.9744 3.0918
H: 1.3007 -0.5535 5.7476
H: -0.0208 -1.2567 4.8171
H: 1.2743 1.4611 4.5466
H: -0.4430 1.0507 4.6080
S: -2.3116 3.5696 -0.0881
C: -1.4565 4.5366 -1.0900
N: -0.8383 5.1977 -1.8161
N: -0.0025 2.1474 -2.2518
C: 0.4971 1.5633 -3.4386
C: -0.3816 1.2717 -4.4788
C: 0.0862 0.6420 -5.6174
C: 1.4207 0.3173 -5.7166
C: 2.3053 0.6190 -4.7064
C: 1.8471 1.2524 -3.5622
S: 1.9633 -0.5957 -7.1876
O: 1.1376 -0.0696 -8.2658
O: 3.3864 -0.3098 -7.3058
O: 1.6613 -1.9767 -6.8107
H: 0.7166 2.6961 -1.7829
H: -0.7959 2.7616 -2.4471
H: -1.4218 1.5531 -4.3785
H: -0.5679 0.3950 -6.4370
H: 3.3463 0.3688 -4.8373
H: 2.5326 1.5324 -2.7743

These are the Mulliken partial charges, in e, on atoms 1 to 8: 2.99 -1.47 0.02 0.60 -0.14 -0.91 -0.91 -0.61

No. 2
Entry from the OMol25 dataset: 12 unconnected molecules or ions with the total composition C44H62N10O2S2 (ωB97M-V/def2-TZVPD).

Calculated total energy ... -3208.1284 Eh
M ... 827.182 u
Highest occupied orbital energy ... -7.7 eV
HOMO-LUMO gap ... 8.027 eV

Element x y z (Å)
C: -0.2833 -1.2437 0.0739
S: 0.0054 0.3688 0.8323
O: 1.2226 0.9395 0.1274
C: -1.3414 1.2291 -0.0180
H: -0.3313 -1.1329 -1.0088
H: -1.1632 -1.7171 0.5011
H: 0.6363 -1.7872 0.2930
H: -1.2602 2.2630 0.3187
H: -2.3117 0.7762 0.1468
H: -1.0414 1.2498 -1.0666
C: 0.8213 6.2611 2.2156
S: 0.4318 4.6407 1.5083
O: -0.6621 4.9582 0.5277
C: 1.9317 4.3521 0.5527
H: 0.6144 6.9945 1.4418
H: 1.8565 6.2988 2.5516
H: 0.1800 6.3482 3.0893
H: 2.0509 3.2799 0.3987
H: 2.7936 4.6618 1.1452
H: 1.8360 4.9000 -0.3829
N: 2.2412 -3.7080 -0.5667
C: 2.0914 -2.9219 -1.6769
C: 1.3187 -3.6137 -2.5676
C: 1.0452 -4.8857 -2.0055
C: 1.6306 -4.9120 -0.7624
H: 2.7351 -3.3938 0.2544
H: 2.4935 -1.9272 -1.7590
H: 1.0121 -3.3359 -3.5611
H: 0.5944 -5.7378 -2.4876
H: 1.6425 -5.6712 0.0017
N: -3.8297 2.5315 4.2476
C: -3.1383 3.6647 4.5673
C: -2.6337 4.1850 3.3965
C: -3.0146 3.3115 2.3506
C: -3.7225 2.2742 2.9049
H: -4.3096 1.9468 4.9077
H: -3.1379 4.0388 5.5763
H: -2.1374 5.1399 3.3569
H: -2.7509 3.4528 1.3157
H: -4.1899 1.4242 2.4392
N: -1.2263 0.5724 4.6236
C: 0.0700 0.1932 4.4471
C: 0.3948 -0.6837 5.4485
C: -0.7732 -0.8749 6.2269
C: -1.7663 -0.1011 5.6807
H: -1.6803 1.2837 4.0708
H: 0.6409 0.6824 3.6782
H: 1.3482 -1.1600 5.6054
H: -0.9286 -1.4413 7.1315
H: -2.8069 0.0296 5.9211
N: 3.7527 0.8139 -1.0671
C: 3.9620 1.9671 -1.7590
C: 5.0132 1.7692 -2.6253
C: 5.4664 0.4426 -2.4162
C: 4.6765 -0.1177 -1.4444
H: 2.9051 0.6732 -0.5094
H: 3.2924 2.8038 -1.6524
H: 5.4551 2.4840 -3.2989
H: 6.3311 -0.0252 -2.8597
H: 4.7397 -1.1087 -1.0296
N: -3.0357 -4.9664 -1.7302
C: -2.2656 -3.8895 -1.4019
C: -2.8099 -2.7973 -2.0154
C: -3.9253 -3.2356 -2.7853
C: -4.0214 -4.5876 -2.6062
H: -2.8951 -5.8978 -1.3868
H: -1.4668 -3.9204 -0.6809
H: -2.4136 -1.7952 -2.0575
H: -4.4455 -2.6024 -3.4850
H: -4.7009 -5.3369 -2.9743
N: -0.5055 4.4503 -2.2220
C: -0.7489 5.0544 -3.4252
C: -0.1754 4.3403 -4.4380
C: 0.4640 3.2244 -3.8132
C: 0.2366 3.3191 -2.4704
H: -0.7923 4.8599 -1.3370
H: -1.3594 5.9445 -3.4649
H: -0.1767 4.5869 -5.4852
H: 1.0666 2.4687 -4.2907
H: 0.5962 2.7036 -1.6605
N: -2.8645 2.5457 -3.1698
C: -3.0317 1.2032 -3.3668
C: -3.8679 0.7170 -2.3982
C: -4.2809 1.8286 -1.6128
C: -3.6470 2.9342 -2.1155
H: -2.1529 3.1010 -3.6228
H: -2.5452 0.6963 -4.1841
H: -4.2118 -0.2992 -2.3090
H: -4.9979 1.8815 -0.8087
H: -3.7562 3.9657 -1.8243
N: 4.4714 -3.0948 2.7684
C: 3.2565 -3.1715 3.3920
C: 2.3900 -2.3742 2.6963
C: 3.1430 -1.6914 1.7026
C: 4.4192 -2.1966 1.7385
H: 5.2941 -3.6148 3.0124
H: 3.0980 -3.8105 4.2432
H: 1.3575 -2.1667 2.9216
H: 2.7871 -0.8936 1.0704
H: 5.2873 -2.0138 1.1287
N: -0.4503 -4.1403 4.4558
C: -0.9886 -3.3095 3.5143
C: -1.3501 -4.0884 2.4454
C: -1.1120 -5.4428 2.7927
C: -0.5744 -5.4391 4.0549
H: -0.1813 -3.8407 5.3760
H: -0.9659 -2.2350 3.5849
H: -1.8299 -3.7181 1.5535
H: -1.2876 -6.3093 2.1782
H: -0.1706 -6.2521 4.6343
N: 2.2527 0.1145 -4.3485
C: 1.1824 -0.2687 -3.5944
C: 0.2859 -0.8741 -4.4302
C: 0.8241 -0.8425 -5.7416
C: 2.0587 -0.2437 -5.6475
H: 3.0968 0.5221 -3.9713
H: 1.0984 -0.1083 -2.5326
H: -0.6401 -1.3700 -4.1792
H: 0.3447 -1.1743 -6.6466
H: 2.8416 -0.1544 -6.3815

These are the Mulliken partial charges, in e, on atoms 1 to 8: 0.16 0.76 -1.03 0.05 -0.32 0.52 -0.49 -0.47

No. 3
Entry from the OMol25 dataset: a molecular structure, C44H63N7O4Ti (ωB97M-V/def2-TZVPD).

Calculated total energy ... -3248.0102 Eh
Net charge ... +1
M ... 801.900 u
Multiplicity ... 2
Highest occupied orbital energy (spin up / spin down) ... -9.1 / -9.6 eV
Expectation value of S² ... 0.7618
HOMO-LUMO gap (spin up / spin down) ... 6.282 / 6.147 eV

Element x y z (Å)
Ti: -0.4870 -0.5443 0.3263
O: -0.0254 0.1054 4.3313
C: 0.1451 -0.1706 3.0482
O: -0.8448 -0.1668 2.2327
C: 1.4001 -0.5303 2.5200
C: 2.6478 -0.7573 3.1327
C: 3.6729 -1.2333 2.3582
C: 3.4831 -1.4952 0.9759
C: 2.2617 -1.2286 0.4353
N: 1.2566 -0.7478 1.1850
C: 1.7468 -1.4698 -0.9698
O: 2.3430 -2.0961 -1.8004
O: 0.5376 -0.9456 -1.0988
H: -0.9574 0.3007 4.4952
H: 2.7596 -0.5729 4.1920
H: 4.6379 -1.4307 2.8046
H: 4.2784 -1.8994 0.3661
C: -0.1269 -3.2586 0.9732
C: -1.2771 -2.6239 0.2554
C: -1.0943 -3.1632 -1.1611
C: -0.0661 -4.0420 -1.1432
C: 0.5339 -4.1250 0.1732
C: 1.5956 -5.1316 0.5566
C: 0.9593 -6.5293 0.4773
C: 2.7828 -5.0864 -0.4143
C: 2.0862 -4.8905 1.9842
C: -1.8224 -2.8247 -2.4720
C: -2.5807 -1.4865 -2.4237
C: -0.7971 -2.6984 -3.6200
C: -2.7874 -3.9589 -2.8472
C: -2.5975 -3.1444 0.9545
C: -3.8618 -2.5406 0.3480
C: -2.6048 -2.8572 2.4664
C: -2.6989 -4.6697 0.7908
H: 0.0147 -3.1668 2.0402
H: 0.2966 -4.5976 -1.9972
H: 0.5518 -6.7144 -0.5186
H: 0.1483 -6.6314 1.2018
H: 1.7073 -7.2966 0.6869
H: 2.4660 -5.3156 -1.4327
H: 3.5324 -5.8227 -0.1175
H: 3.2441 -4.1002 -0.4341
H: 1.2646 -4.9832 2.6982
H: 2.5283 -3.8977 2.0846
H: 2.8429 -5.6307 2.2515
H: -2.0476 -0.7815 -1.7842
H: -3.5996 -1.5938 -2.0589
H: -2.6310 -1.0538 -3.4242
H: -0.0877 -1.9012 -3.4120
H: -1.3219 -2.4774 -4.5529
H: -0.2348 -3.6192 -3.7674
H: -3.6210 -4.0450 -2.1480
H: -2.2544 -4.9105 -2.8570
H: -3.2026 -3.7927 -3.8446
H: -3.6933 -1.4947 0.1371
H: -4.7029 -2.6481 1.0383
H: -4.1380 -3.0517 -0.5740
H: -3.5717 -3.1463 2.8827
H: -2.4376 -1.8028 2.6791
H: -1.8467 -3.4446 2.9842
H: -2.7887 -4.9538 -0.2570
H: -3.5825 -5.0343 1.3210
H: -1.8230 -5.1707 1.2042
C: 2.4988 4.3941 -3.4177
N: 1.6032 3.8184 -2.4248
C: 0.7417 4.7968 -1.7885
C: 1.6576 2.4986 -2.0786
N: 1.1549 1.9927 -0.9835
C: 1.2008 2.7530 0.1825
C: 2.4280 3.2817 0.5536
C: 2.5723 4.1669 1.6256
C: 1.4560 4.5955 2.2800
C: 0.1823 4.0931 1.9289
C: -0.9434 4.7038 2.5241
C: -2.1913 4.3406 2.1327
C: -2.3471 3.2629 1.2496
C: -1.2919 2.5420 0.7030
N: -1.6230 1.2713 0.0836
C: -2.8656 1.3159 -0.5026
N: -3.9332 0.7583 0.0829
C: -4.0052 0.6015 1.5349
C: -5.1908 0.4593 -0.5919
N: -2.9975 1.9315 -1.6880
C: -4.1942 2.6340 -2.1376
C: -1.8332 2.1656 -2.5383
C: 0.0331 3.0589 0.9453
N: 2.2755 1.6607 -2.9914
C: 3.5783 1.1247 -2.6392
C: 1.9563 1.6891 -4.4065
H: 2.8157 5.3797 -3.0753
H: 2.0069 4.5119 -4.3863
H: 3.3866 3.7823 -3.5410
H: 0.2124 5.3667 -2.5574
H: 1.3295 5.4951 -1.1864
H: 0.0229 4.3150 -1.1398
H: 3.2952 3.0059 -0.0324
H: 3.5529 4.5415 1.8910
H: 1.5155 5.3515 3.0523
H: -0.7823 5.4925 3.2479
H: -3.0721 4.8272 2.5315
H: -3.3635 2.9598 1.0571
H: -3.0188 0.6790 1.9736
H: -4.4337 -0.3703 1.7718
H: -4.6496 1.3746 1.9608
H: -5.0408 0.3377 -1.6587
H: -5.9402 1.2311 -0.4070
H: -5.5740 -0.4782 -0.1945
H: -4.8315 2.9011 -1.2992
H: -4.7702 2.0639 -2.8676
H: -3.8733 3.5575 -2.6182
H: -0.9726 1.6166 -2.1707
H: -1.5997 3.2297 -2.5660
H: -2.0672 1.8369 -3.5531
H: 3.7275 0.1640 -3.1305
H: 3.6360 0.9845 -1.5615
H: 4.3875 1.8013 -2.9457
H: 1.0271 2.2368 -4.5593
H: 1.8146 0.6620 -4.7490
H: 2.7446 2.1459 -5.0148

These are the Mulliken partial charges, in e, on atoms 1 to 8: -1.76 -0.60 0.19 0.44 -0.26 -1.05 -0.92 -0.66

No. 4
Entry from the OMol25 dataset: a molecular structure, C44H66Cl2N4OP2PbSeSi (ωB97M-V/def2-TZVPD).

Calculated total energy ... -6496.8908 Eh
Net charge ... +2
M ... 1114.139 u
Highest occupied orbital energy (spin up / spin down) ... -10.9 / -10.9 eV
HOMO-LUMO gap (spin up / spin down) ... 3.009 / 3.006 eV

Element x y z (Å)
Pb: -0.2194 -0.5757 -0.8456
C: -0.3163 3.9162 3.6029
C: 0.4899 3.6366 2.3346
C: 0.8604 4.9492 1.6446
P: 2.0090 2.5950 2.6454
C: 2.8849 3.4607 4.0724
C: 4.3940 3.3808 3.8194
C: 2.5245 3.0463 5.4964
C: 1.4376 1.0192 3.2857
C: 2.3461 0.3068 4.0716
C: 1.9727 -0.7936 4.8200
C: 2.9429 -1.5434 5.6699
C: 0.6165 -1.1888 4.7861
C: -0.2725 -0.5850 3.9544
C: 0.1198 0.4774 3.0756
N: -0.6760 0.8445 2.0565
C: -2.0131 0.9030 2.2960
C: -2.4362 1.1840 3.6228
C: -3.7538 1.3069 3.9661
C: -4.7471 1.1806 3.0044
C: -6.1955 1.2560 3.3600
C: -4.3494 1.0075 1.6778
C: -3.0306 0.8563 1.2773
P: -2.7290 0.6711 -0.5500
C: -2.8289 2.4815 -1.1155
C: -3.9164 2.7459 -2.1535
C: -2.9880 3.4559 0.0532
C: -4.2771 -0.2776 -1.0288
C: -4.4038 -0.5781 -2.5202
C: -4.2739 -1.5917 -0.2416
H: -1.3170 4.2608 3.3317
H: -0.4233 3.0269 4.2242
H: 0.1547 4.6994 4.1959
H: -0.0936 3.0249 1.6440
H: -0.0480 5.4763 1.3522
H: 1.4142 5.6036 2.3178
H: 1.4618 4.7872 0.7518
H: 2.5843 4.5048 3.9372
H: 4.7617 2.3557 3.8780
H: 4.6384 3.7745 2.8322
H: 4.9364 3.9672 4.5609
H: 2.9270 2.0706 5.7581
H: 2.9596 3.7750 6.1814
H: 1.4477 3.0317 5.6565
H: 3.3738 0.6416 4.1065
H: 3.9710 -1.2856 5.4256
H: 2.7699 -1.3154 6.7244
H: 2.8081 -2.6186 5.5501
H: 0.2953 -2.0214 5.3980
H: -1.2741 -0.9776 3.8620
H: -1.6788 1.3323 4.3796
H: -4.0202 1.5148 4.9938
H: -6.3488 1.0648 4.4196
H: -6.5937 2.2479 3.1352
H: -6.7689 0.5336 2.7803
H: -5.1339 0.9913 0.9330
H: -1.8535 2.6650 -1.5802
H: -4.9022 2.4764 -1.7750
H: -3.9340 3.8115 -2.3826
H: -3.7284 2.2168 -3.0840
H: -3.9841 3.3888 0.4888
H: -2.2550 3.2799 0.8401
H: -2.8528 4.4724 -0.3165
H: -5.1400 0.3266 -0.7370
H: -3.5679 -1.1739 -2.8814
H: -5.3190 -1.1472 -2.6852
H: -4.4664 0.3196 -3.1259
H: -3.3030 -2.0831 -0.3074
H: -4.4921 -1.4376 0.8132
H: -5.0244 -2.2683 -0.6503
Cl: 1.4854 1.9048 -1.5981
C: 3.0617 1.1235 -1.8305
Cl: 3.2315 -0.2753 -0.7630
H: 3.8361 1.8423 -1.5808
H: 3.1262 0.7766 -2.8585
O: -1.3666 -2.5600 -2.1893
H: -0.9218 -2.4265 -3.0455
H: -2.3162 -2.6196 -2.3376
C: 0.9911 1.7076 -4.9504
Si: 0.1074 0.0528 -4.6399
C: 0.2199 -1.0288 -6.1907
C: -1.7023 0.4880 -4.2847
N: 0.6419 -0.8598 -3.2595
C: 1.7386 -1.6830 -3.2900
C: 2.8260 -1.4959 -4.1722
C: 3.9057 -2.3597 -4.1826
C: 3.9536 -3.4468 -3.3199
C: 2.8997 -3.6571 -2.4407
C: 1.8215 -2.7937 -2.4144
H: 0.7027 2.0809 -5.9343
H: 2.0785 1.6332 -4.9383
H: 0.6952 2.4620 -4.2227
H: -0.5629 -0.7655 -6.9025
H: 0.1151 -2.0870 -5.9500
H: 1.1749 -0.9044 -6.6990
H: -1.9652 1.3900 -4.8389
H: -1.8844 0.6782 -3.2246
H: -2.3767 -0.2996 -4.6192
H: 2.8089 -0.6510 -4.8491
H: 4.7186 -2.1852 -4.8750
H: 4.7945 -4.1252 -3.3376
H: 2.9217 -4.5175 -1.7811
H: 0.9851 -2.9812 -1.7467
C: -2.0648 -5.4600 2.3940
N: -0.7566 -5.4072 1.7815
C: -0.1925 -4.3546 1.1615
Se: -0.9869 -2.6905 1.0354
N: 1.0395 -4.7114 0.7520
C: 1.2967 -6.0259 1.1257
C: 2.3993 -6.8552 0.9878
C: 2.2970 -8.1298 1.5165
C: 1.1352 -8.5763 2.1494
C: 0.0360 -7.7497 2.2943
C: 0.1441 -6.4669 1.7786
H: -2.6013 -4.5435 2.1663
H: -1.9710 -5.5576 3.4758
H: -2.6235 -6.3103 2.0054
H: 1.6684 -4.0960 0.2604
H: 3.3054 -6.5316 0.4962
H: 3.1399 -8.8007 1.4364
H: 1.0937 -9.5874 2.5272
H: -0.8652 -8.0863 2.7861

These are the Mulliken partial charges, in e, on atoms 1 to 8: 1.29 -1.15 2.20 -1.68 0.00 0.43 -1.42 -1.50

The lowest calculated total energy belongs to which entry? C44H66Cl2N4OP2PbSeSi

Which of these has the lowest calculated total energy? C44H66Cl2N4OP2PbSeSi